A gas-phase ion, C10H18N3 (charge +1). Source: OMol25; level of theory: wB97M-V/def2-TZVPD.

The geometry in XYZ format:
```
31
Properties=species:S:1:pos:R:3:forces:R:3:nbo_charge:R:1
C -1.14961 0.88738 1.44341 1.97 -1.39 0.73 -0.47
C -0.37185 -2.42046 -1.11818 0.75 4.09 2.93 -0.42
C -0.40986 2.12546 1.04392 0.92 2.46 0.39 -0.24
C 0.01775 -0.99760 -1.69858 -1.41 -3.14 -2.00 -0.23
C -0.77397 -0.34075 0.56476 -0.59 -0.12 1.39 0.14
C 0.26901 -2.47517 0.32283 -2.32 -1.67 0.64 -0.22
C 1.48606 -0.41888 0.46540 0.10 3.98 2.63 -0.07
C 0.96806 0.73639 -0.40941 -0.02 -1.18 2.34 0.10
C 1.82563 1.49534 1.56739 2.21 -4.00 -4.73 -0.14
C -1.32905 0.99301 -1.48997 3.58 3.98 -0.19 -0.39
N 0.88404 1.81059 0.51804 1.43 1.44 0.04 -0.48
N -0.40245 0.11265 -0.79558 2.37 0.94 -1.32 -0.26
N 0.39321 -1.11209 0.96163 -1.41 -1.65 -0.56 -0.44
H -0.81994 0.61977 2.47448 -0.26 -0.01 -0.69 0.26
H -2.17403 1.04044 1.49657 -2.05 0.12 -0.07 0.24
H -1.42823 -2.41784 -1.04268 -1.06 -0.64 -0.20 0.21
H 0.03546 -3.14149 -1.71776 0.66 -1.94 -1.59 0.24
H -0.82277 2.83712 0.30671 -0.77 -0.60 0.56 0.22
H -0.15960 2.75079 1.94881 -0.77 -0.46 -0.92 0.24
H 1.09533 -1.04694 -1.88233 -0.24 0.62 0.06 0.24
H -0.54803 -0.95770 -2.70424 1.17 0.45 1.61 0.25
H 1.50398 1.69661 2.49671 -1.24 0.48 3.29 0.18
H -1.59496 -1.02421 0.50689 -0.66 -0.19 -0.03 0.23
H -0.26399 -3.34085 0.96247 0.90 2.44 -1.01 0.23
H 1.24539 -2.81615 0.22538 1.83 -0.67 -0.15 0.21
H 2.44447 -0.80953 0.39302 1.28 -1.23 -0.49 0.23
H 1.62703 0.91025 -1.20082 0.33 0.45 -1.91 0.23
H 2.97183 1.51995 1.49779 -1.99 0.53 -0.64 0.22
H -1.65307 0.54981 -2.31987 -1.68 -1.99 -3.02 0.22
H -2.09513 1.28200 -0.88113 -1.98 0.85 1.54 0.23
H -0.77070 1.95209 -1.93564 -1.10 -1.97 1.36 0.24
```
Forces are in eV/Å.

* frontier orbital gap (spin up / spin down): 0.2950 / 0.2962 hartree
* maximum force: 6.58 eV/Å
* total charge: +1
* molecular weight: 180.3 g mol⁻¹
* HOMO energy (spin up / spin down): -10.86 / -10.85 eV
* LUMO energy (spin up / spin down): -2.83 / -2.79 eV

=====

A gas-phase ion, C10H18N3O2 (charge +1). Source: OMol25; level of theory: wB97M-V/def2-TZVPD.

The geometry in XYZ format:
```
33
Properties=species:S:1:pos:R:3:forces:R:3:nbo_charge:R:1
C 1.44122 1.99142 -0.76792 -2.55 1.30 1.45 -0.42
N 1.01558 0.83820 0.07074 -0.25 0.40 -0.67 -0.40
C 1.87024 0.40741 1.00849 -3.18 -1.33 -1.07 0.82
O 1.38236 -0.30704 1.98295 -1.56 -0.63 0.69 -0.63
N 3.09915 0.66398 1.01864 3.22 2.23 -0.16 -0.49
C 4.23629 0.78555 0.48683 -0.58 -1.80 -0.24 0.41
N 4.78853 -0.20065 -0.30882 -1.80 0.83 0.39 -0.62
C 4.05351 -1.35307 -0.60379 0.50 -3.34 1.29 0.53
O 2.98644 -1.72620 -0.13219 1.37 1.66 -1.00 -0.54
C -0.40037 0.21965 -0.32273 1.79 -1.40 1.47 0.02
C -0.21124 -1.37474 -0.37576 -1.39 2.11 -1.85 -0.42
C -1.53248 -1.96238 -0.88807 -0.11 -0.58 1.17 -0.40
C -2.65412 -1.42228 -0.00456 -2.34 -0.70 1.47 -0.41
C -2.81758 0.10740 0.06883 -1.70 -0.68 0.35 -0.42
C -1.55931 0.62323 0.63291 1.28 5.09 -2.68 -0.41
H 2.20186 1.88416 -1.48163 1.17 -0.97 -0.97 0.20
H 0.50795 2.31750 -1.32108 1.24 -0.18 0.70 0.23
H 1.75389 2.82485 -0.09656 -0.32 -0.48 -0.45 0.22
H 1.95299 -0.95302 2.42564 0.37 0.40 -0.41 0.53
H 4.84590 1.61068 0.74064 0.83 0.83 0.11 0.22
H 5.73224 -0.11146 -0.63862 0.18 -0.02 -0.17 0.44
H 4.70342 -2.15732 -1.05772 -0.44 1.07 -0.40 0.16
H -0.53658 0.58802 -1.35205 -0.05 -0.12 0.51 0.21
H -0.24570 -1.79742 0.59710 1.31 -0.11 1.04 0.22
H 0.62383 -1.59616 -1.06647 -0.23 -0.19 0.91 0.23
H -1.45832 -3.06841 -0.73532 -0.23 0.80 -0.45 0.22
H -1.75164 -1.74055 -1.91487 0.00 0.04 -0.66 0.21
H -3.63934 -1.94006 -0.18297 0.92 0.58 -0.42 0.23
H -2.54818 -1.66494 1.11060 0.55 -0.13 -1.39 0.20
H -3.10154 0.68090 -0.82614 0.46 -0.67 -0.33 0.21
H -3.67366 0.37829 0.73046 0.61 -0.48 -0.12 0.23
H -1.69995 1.83563 0.61553 0.78 -2.56 0.03 0.20
H -1.29800 0.43227 1.61869 0.15 -0.97 1.85 0.22
```
Forces are in eV/Å.

* frontier orbital gap: 0.3309 hartree
* maximum force: 5.89 eV/Å
* structure (SMILES): C/[N+](=C(O)\N=C/NC=O)C1CCCCC1
* total charge: +1
* molecular weight: 212.3 g mol⁻¹
* HOMO energy: -13.00 eV
* LUMO energy: -3.99 eV

=====

A gas-phase ion, C10H18N3O2 (charge +1). Source: OMol25; level of theory: wB97M-V/def2-TZVPD.

The geometry in XYZ format:
```
33
Properties=species:S:1:pos:R:3:forces:R:3:nbo_charge:R:1
C -0.97526 1.40811 1.57929 -0.37 0.32 0.33 -0.41
N -0.49962 0.67033 0.42427 -0.40 -0.25 -0.49 -0.34
C -1.31468 0.51881 -0.58715 -0.04 0.24 0.23 0.83
O -0.87467 -0.03448 -1.69571 0.21 -0.14 -0.01 -0.62
N -2.50732 1.13641 -0.59707 0.10 0.36 -0.24 -0.52
C -3.72359 0.85520 -0.40667 0.14 -0.05 0.00 0.37
N -4.29189 -0.32054 -0.00766 -0.29 -0.01 0.02 -0.63
C -3.62964 -1.49883 0.33052 -0.39 -0.04 0.00 0.55
O -2.44122 -1.61868 0.30411 0.32 -0.03 -0.01 -0.54
C 0.89900 0.21931 0.40804 0.58 -0.24 -0.51 -0.03
C 1.08279 -1.23981 -0.00462 0.12 -0.08 0.29 -0.42
C 2.54996 -1.61779 0.19459 -0.02 -0.01 -0.28 -0.39
C 3.45404 -0.70426 -0.62946 0.12 0.00 0.27 -0.40
C 3.22013 0.76225 -0.27899 -0.04 -0.05 -0.28 -0.40
C 1.75151 1.13439 -0.47265 0.16 0.06 0.37 -0.41
H -0.15510 1.55012 2.27569 0.00 -0.03 -0.06 0.24
H -1.35373 2.38661 1.27321 0.04 -0.08 0.04 0.23
H -1.77537 0.86591 2.08613 0.05 -0.01 0.02 0.22
H -1.53333 -0.06750 -2.40458 -0.10 0.14 0.26 0.52
H -4.42971 1.66255 -0.57825 -0.16 -0.10 0.03 0.22
H -5.30261 -0.33158 0.04672 0.11 0.01 0.03 0.43
H -4.33003 -2.29371 0.62087 0.06 -0.02 0.01 0.15
H 1.25273 0.31005 1.43987 -0.18 0.03 -0.09 0.22
H 0.82799 -1.37320 -1.05380 -0.02 -0.05 0.04 0.22
H 0.43532 -1.88134 0.59386 -0.07 -0.04 -0.02 0.22
H 2.69829 -2.65391 -0.11228 -0.01 -0.02 0.10 0.23
H 2.81363 -1.54660 1.25165 0.03 -0.02 0.08 0.20
H 4.49817 -0.96305 -0.45008 0.02 -0.01 -0.08 0.22
H 3.25595 -0.86199 -1.69216 0.01 -0.01 -0.06 0.20
H 3.49974 0.93953 0.76261 0.07 0.05 0.02 0.20
H 3.84374 1.40085 -0.90477 0.04 0.05 0.07 0.23
H 1.58401 2.17788 -0.19671 -0.02 0.04 -0.03 0.21
H 1.47078 1.00895 -1.51885 -0.05 0.01 -0.05 0.21
```
Forces are in eV/Å.

* frontier orbital gap: 0.3596 hartree
* maximum force: 0.81 eV/Å
* structure (SMILES): C/[N+](=C(O)\N=C/NC=O)C1CCCCC1
* total charge: +1
* molecular weight: 212.3 g mol⁻¹
* HOMO energy: -13.29 eV
* LUMO energy: -3.50 eV

=====

A single C10H18N4O2S molecule. Source: OMol25; level of theory: wB97M-V/def2-TZVPD.

The geometry in XYZ format:
```
35
Properties=species:S:1:pos:R:3:forces:R:3:nbo_charge:R:1
C 3.11783 1.06546 -3.63662 0.62 -0.58 0.59 -0.62
C 3.71878 1.81430 -2.44057 -0.60 -0.93 0.08 -0.49
S 3.97657 0.65848 -1.01276 0.23 -0.06 -0.17 0.25
C 2.32533 0.32199 -0.49350 -0.39 -0.41 -0.17 0.33
N 1.45794 1.27641 -0.55846 1.55 -1.53 0.52 -0.55
C 0.13884 1.01919 -0.28060 -1.85 2.22 -1.65 0.75
O -0.61675 1.92841 -0.56836 -0.90 -0.38 0.64 -0.59
N -0.34005 -0.21386 0.13573 2.58 0.06 -0.21 -0.46
C -1.75781 -0.57769 0.17784 -0.97 -0.25 0.64 -0.22
C -2.53989 -0.20849 1.50783 0.90 -0.22 0.07 -0.03
C -1.64463 -0.49563 2.76319 -0.74 -1.22 -1.22 -0.62
C -2.97024 1.25870 1.51961 0.51 0.03 -0.13 -0.61
C -3.79167 -1.08632 1.52375 0.73 -0.52 0.09 -0.61
C 0.64159 -1.18971 0.24883 -0.79 -3.20 0.51 0.78
O 0.34902 -2.31864 0.61191 -0.03 0.07 0.11 -0.64
N 1.97008 -0.99150 -0.11929 1.02 1.94 -0.71 -0.31
N 2.98967 -2.02267 -0.00602 -0.28 0.33 -0.05 -0.64
H 3.55039 0.04597 -3.72811 -0.28 0.58 0.17 0.21
H 3.39827 1.58080 -4.54143 -0.31 0.31 -0.41 0.22
H 2.04367 0.98961 -3.50981 -0.15 -0.02 -0.26 0.22
H 4.69570 2.18131 -2.69692 0.64 -0.01 0.21 0.22
H 3.11686 2.66616 -2.15726 -0.20 0.04 0.29 0.25
H -2.27757 -0.10368 -0.66456 0.37 0.17 0.15 0.23
H -1.84327 -1.67106 0.01341 0.42 0.63 0.25 0.24
H -2.20124 -0.44014 3.68192 -0.57 0.01 0.33 0.21
H -1.23893 -1.52483 2.68064 -0.05 0.57 0.11 0.22
H -0.85396 0.20863 2.87308 0.81 0.55 -0.19 0.21
H -3.48753 1.57498 0.61007 -0.03 -0.21 0.03 0.21
H -3.62294 1.43108 2.37270 -0.02 0.12 0.11 0.20
H -2.08061 1.88510 1.59975 -0.14 0.16 0.06 0.22
H -3.54155 -2.15127 1.68322 -0.02 0.37 -0.17 0.21
H -4.28048 -0.98851 0.55387 -0.43 -0.02 0.17 0.21
H -4.42163 -0.78794 2.35811 -0.32 0.09 -0.18 0.21
H 3.42574 -2.26393 -0.91941 -1.02 0.54 0.64 0.38
H 2.59446 -2.87070 0.41823 -0.31 0.78 -0.25 0.41
```
Forces are in eV/Å.

* frontier orbital gap: 0.3591 hartree
* maximum force: 3.34 eV/Å
* structure (SMILES): CCSc1nc(=O)n(CC(C)(C)C)c(=O)n1N
* total charge: 0
* molecular weight: 258.3 g mol⁻¹
* HOMO energy: -9.41 eV
* LUMO energy: 0.36 eV

=====

A single C10H18O5 molecule. Source: OMol25; level of theory: wB97M-V/def2-TZVPD.

The geometry in XYZ format:
```
33
Properties=species:S:1:pos:R:3:forces:R:3:nbo_charge:R:1
C -2.31170 0.14907 0.74294 0.95 0.33 2.12 -0.31
C -1.53011 -0.92106 -0.01074 -0.16 -0.90 0.13 -0.04
C -1.65107 0.41467 -0.54114 -2.90 -0.03 -0.47 0.34
C 0.69361 1.34526 0.13261 -0.23 2.34 0.11 0.33
C 1.49988 0.14159 0.45396 -0.61 -1.64 -1.64 0.10
C 0.84737 -1.13374 -0.28124 0.24 0.43 -0.23 0.54
C -3.78751 -0.16969 1.01644 1.47 -1.95 -0.39 -0.60
C 0.72236 2.20455 -1.13854 2.36 -3.98 -0.48 -0.71
C 2.96939 0.35739 0.09216 0.14 -0.20 0.62 -0.63
C 1.73844 -2.38908 -0.27422 -0.03 -0.22 0.86 -0.68
O -0.34900 -1.54256 0.38273 1.27 0.67 0.40 -0.54
O -2.25623 0.86425 -1.72415 1.81 0.86 1.04 -0.70
O 0.11029 2.06770 1.17502 0.94 -0.74 0.00 -0.71
O 1.35273 -0.20372 1.76175 1.47 3.97 2.66 -0.72
O 0.58527 -0.65790 -1.55987 -2.28 -1.35 -1.56 -0.75
H -1.73709 0.49093 1.62937 -0.40 0.05 -0.62 0.24
H -2.10339 -1.77113 -0.28200 -1.35 -0.23 -0.96 0.19
H -4.00444 -0.85001 0.17314 -0.77 0.35 0.38 0.20
H -4.43056 0.67574 1.01261 -0.54 0.64 0.08 0.22
H -3.87518 -0.79257 1.96140 0.06 0.97 -1.01 0.22
H 0.77646 1.47173 -2.04712 -0.38 1.53 1.50 0.25
H 1.72433 2.68560 -1.14723 -0.93 0.70 -0.15 0.22
H -0.14521 2.80195 -1.16129 -0.60 1.20 -0.09 0.21
H 3.50756 0.65815 1.04703 -0.49 -0.28 -1.39 0.23
H 2.94801 1.13592 -0.64828 0.73 0.40 -0.22 0.21
H 3.40361 -0.53736 -0.37377 0.19 0.39 0.37 0.21
H 1.95905 -2.64030 -1.30719 0.24 -0.12 0.06 0.24
H 1.30284 -3.26722 0.25808 -0.19 0.75 -0.64 0.23
H 2.64208 -2.18458 0.30230 0.20 -0.10 -0.38 0.21
H -1.86071 1.77682 -1.70435 -1.05 -0.84 -0.71 0.50
H 0.54572 1.73746 1.98480 -0.52 0.03 -0.14 0.49
H 1.11200 -1.06733 1.86198 -1.25 -3.44 0.44 0.49
H -0.39877 -0.85052 -1.78720 2.62 0.40 0.32 0.50
```
Forces are in eV/Å.

* frontier orbital gap (spin up / spin down): 0.2473 / 0.3287 hartree
* maximum force: 5.00 eV/Å
* multiplicity: 3
* total charge: 0
* molecular weight: 218.2 g mol⁻¹
* HOMO energy (spin up / spin down): -5.97 / -9.50 eV
* LUMO energy (spin up / spin down): 0.76 / -0.56 eV

=====

2 unconnected molecules or ions with the total composition C10H18OSi. Source: OMol25; level of theory: wB97M-V/def2-TZVPD.

The geometry in XYZ format:
```
30
Properties=species:S:1:pos:R:3:forces:R:3:nbo_charge:R:1
C -2.67680 0.81321 0.35275 1.60 -0.23 1.54 -0.39
C -1.43437 1.33726 0.28746 -0.08 -1.73 -0.50 -0.37
C -1.21382 2.77578 0.47572 -0.20 2.22 -0.04 -0.66
Si 0.06963 0.25742 -0.33809 -0.89 0.72 0.25 1.46
C 0.36924 0.39468 -2.19410 -2.26 3.12 -0.29 -0.43
C -0.09358 1.53356 -2.78999 1.44 -0.48 -0.51 -0.36
C 0.96185 -0.76242 -2.81716 2.85 -1.27 -0.51 -0.66
C 1.04827 -0.60092 0.78758 1.68 0.00 -0.88 -0.66
C 0.96560 -0.34253 2.26632 -0.46 0.41 -0.63 -0.64
C 2.34810 -1.40022 0.47791 1.37 -0.24 2.40 -0.65
H -2.77405 -0.26876 0.37280 -0.40 0.10 -0.58 0.19
H -3.44859 1.39077 0.85390 -0.30 0.04 -0.48 0.19
H -2.09989 3.32391 0.91189 0.77 -0.74 -0.21 0.21
H -1.15610 3.17092 -0.56416 0.40 0.28 0.76 0.22
H -0.30188 3.08233 1.06226 -0.80 -0.49 -0.74 0.23
H -0.44576 2.36451 -2.21673 -0.47 0.09 0.53 0.18
H 0.05251 1.88316 -3.84912 -0.02 -1.11 0.85 0.20
H 1.64654 -0.67324 -3.75231 -1.30 0.25 1.58 0.22
H 0.23543 -1.53118 -2.98618 -0.52 -0.49 -0.27 0.23
H 1.55822 -1.12518 -1.94960 0.26 -0.53 -1.24 0.22
H -0.01831 0.01734 2.55141 0.00 0.44 0.20 0.21
H 1.76005 0.34158 2.56279 -0.08 0.19 0.14 0.21
H 1.11925 -1.25861 2.77923 0.15 -0.96 0.66 0.22
H 2.51503 -2.16400 1.35062 -0.64 0.95 -1.63 0.21
H 3.32716 -0.79235 0.62434 -1.69 -0.40 -0.43 0.21
H 2.47119 -1.94517 -0.45631 -0.36 0.14 0.02 0.21
C -1.17980 -2.41863 1.49492 -0.24 -0.60 1.24 0.27
O -0.36832 -3.13273 2.02489 0.23 -0.56 -0.75 -0.53
H -1.57624 -1.64609 2.16626 -0.45 0.69 -0.67 0.12
H -1.66054 -2.62442 0.51069 0.41 0.19 0.21 0.12
```
Forces are in eV/Å.

* frontier orbital gap: 0.2999 hartree
* maximum force: 3.86 eV/Å
* structure (SMILES): C=C(C)[Si](C(=C)C)=C(C)C.C=O
* total charge: 0
* molecular weight: 182.3 g mol⁻¹
* HOMO energy: -7.66 eV
* LUMO energy: 0.50 eV